This record from OMol25 describes a structure of composition C38H104LiN9O10. The level of theory is wB97M-V/def2-TZVPD.

Structure (XYZ):
```
162
Properties=species:S:1:pos:R:3
Li 2.01011 -3.25297 -1.80073
C 0.65296 -0.01440 0.49763
C 0.49335 -0.30588 -0.94427
O 1.26581 -1.36392 -1.43856
H -0.17427 0.62959 0.79607
H 1.57756 0.45826 0.82900
H 0.55753 -0.96308 1.02582
H 0.71092 0.56425 -1.56366
H -0.55722 -0.49128 -1.16798
C -3.37029 -0.22234 1.01319
C -4.62372 -1.01319 0.59556
C -5.91753 -0.17464 0.35559
O -7.00457 -1.15441 0.11752
C -8.31276 -0.65755 -0.16604
N -4.32837 -1.74367 -0.61603
H -3.69209 0.62578 1.61756
H -2.85834 0.09597 0.10507
H -2.73226 -0.88623 1.59650
H -4.84034 -1.75677 1.36254
H -5.83015 0.60300 -0.40318
H -6.13578 0.27116 1.32602
H -8.83957 -0.19435 0.66823
H -8.88657 -1.54670 -0.42731
H -8.31524 0.06208 -0.98471
H -4.00009 -1.04039 -1.26235
H -5.28017 -1.87112 -0.92896
C 3.27698 -5.32239 1.09230
C 2.62757 -3.99025 1.39509
C 3.49060 -2.77085 1.53088
O 4.46081 -2.96941 2.59484
C 5.37210 -1.91582 2.70957
N 1.64293 -3.92341 0.32048
H 2.63908 -6.20126 1.18594
H 3.99375 -5.59263 1.86774
H 3.80238 -5.31955 0.13728
H 2.06076 -4.13354 2.31503
H 2.90536 -1.88662 1.78333
H 3.99417 -2.60903 0.57782
H 4.79028 -1.08629 3.11143
H 5.74802 -1.53142 1.76141
H 6.16413 -2.15878 3.41792
H 1.14035 -3.04781 0.34928
H 0.95381 -4.54371 0.72103
C 2.72206 -1.89000 -6.52445
C 1.45724 -1.08188 -6.04049
C 0.22622 -1.51163 -6.87415
O -0.90053 -0.70336 -6.54508
C -2.05112 -1.16253 -7.25683
N 1.20942 -1.53752 -4.68141
H 2.90576 -1.75032 -7.58974
H 2.71131 -2.94847 -6.26441
H 3.60486 -1.54754 -5.98457
H 1.67607 -0.01695 -6.11885
H -0.03520 -2.56048 -6.73389
H 0.41341 -1.40730 -7.94287
H -3.02786 -0.82739 -6.90787
H -2.15600 -2.23733 -7.10872
H -2.00318 -0.94847 -8.32452
H 1.85005 -1.14717 -4.00516
H 0.31094 -1.30219 -4.28461
C -2.85367 -2.51873 4.60084
C -2.38245 -1.20251 5.32735
C -2.04848 -0.12167 4.29783
O -1.64623 1.06027 4.91376
C -1.17534 2.02499 3.95828
N -3.46966 -0.78204 6.12672
H -3.79820 -2.43006 4.06408
H -2.89118 -3.32828 5.32976
H -2.15959 -2.75851 3.79533
H -1.50040 -1.41222 5.93243
H -2.94889 0.17046 3.75743
H -1.31300 -0.53736 3.60908
H -1.06933 2.97744 4.47763
H -2.01677 2.16909 3.28055
H -0.23951 1.78487 3.45364
H -4.29276 -0.53192 5.59752
H -3.18293 0.07180 6.58373
C 1.64480 4.38626 -1.55916
C 1.20427 3.91912 -2.93320
C 2.24243 3.00305 -3.61057
O 3.53913 3.56388 -3.83849
C 3.80777 4.31283 -5.00362
N -0.04324 3.26821 -2.83697
H 0.81884 4.87252 -1.04007
H 2.43351 5.13717 -1.60566
H 1.97855 3.56268 -0.92795
H 0.98535 4.76553 -3.58416
H 1.93617 2.55031 -4.55361
H 2.40244 2.14615 -2.95620
H 3.96444 3.64973 -5.85442
H 4.66972 4.96677 -4.87127
H 3.06319 5.09496 -5.15190
H 0.09043 2.46743 -2.23615
H -0.33793 2.85041 -3.70801
C -3.51589 -2.39762 -4.27847
C -2.20639 -1.77002 -3.87159
C -2.36550 -0.24060 -3.58910
O -3.45126 -0.05127 -2.65692
C -3.73280 1.34023 -2.55804
N -1.93107 -2.44490 -2.59322
H -4.23679 -2.38458 -3.46103
H -3.31456 -3.45462 -4.45263
H -3.85171 -1.94521 -5.21156
H -1.43801 -1.81526 -4.64337
H -2.47707 0.23292 -4.56451
H -1.35588 0.01614 -3.26839
H -4.15799 1.57088 -3.53483
H -2.84079 1.94217 -2.38457
H -4.43013 1.46059 -1.72898
H -1.21917 -1.89971 -2.12838
H -2.80686 -2.30539 -2.10986
C 3.39986 -2.12442 8.59630
C 2.23366 -1.64747 7.74352
C 2.55777 -1.58131 6.22622
O 1.33944 -1.46510 5.47221
C 1.58958 -1.52579 4.07488
N 1.23037 -2.61613 7.99943
H 3.80540 -3.03330 8.15179
H 3.18482 -2.41487 9.62464
H 4.29145 -1.50019 8.53712
H 1.89769 -0.68341 8.12537
H 3.06598 -2.46230 5.83419
H 3.27209 -0.76602 6.11168
H 0.67694 -1.84096 3.56905
H 2.19874 -2.37330 3.76060
H 1.97814 -0.62465 3.60046
H 0.64619 -2.34538 8.77759
H 0.58408 -2.55620 7.22559
C -1.07809 4.72449 1.16116
C -2.11970 3.96583 0.31192
C -3.56488 4.04984 0.93238
O -3.57825 3.50160 2.22294
C -4.92637 3.45910 2.71222
N -2.03669 4.41276 -1.10589
H -0.03604 4.73103 0.84152
H -1.09131 4.27263 2.15300
H -1.35197 5.76768 1.31873
H -1.85207 2.90931 0.29621
H -4.27076 3.57302 0.25233
H -3.97116 5.05911 0.99875
H -5.50029 2.81417 2.04679
H -5.33947 4.45830 2.85023
H -4.94220 2.90232 3.64915
H -2.30515 5.37764 -1.23644
H -1.20611 4.14792 -1.61587
C 5.96734 1.00179 -2.63240
C 5.00573 0.24124 -1.72376
C 4.58679 0.99103 -0.39096
O 5.64843 0.83871 0.47070
C 5.40386 1.64936 1.66877
N 3.93379 -0.17043 -2.62938
H 6.59651 1.63062 -2.00245
H 5.43101 1.61248 -3.35870
H 6.60519 0.30952 -3.18197
H 5.49983 -0.68126 -1.41886
H 3.70909 0.51975 0.05136
H 4.40865 2.02645 -0.68125
H 5.50111 2.73420 1.62677
H 6.05392 1.28840 2.46578
H 4.47554 1.40244 2.18391
H 3.17579 -0.60863 -2.12589
H 3.59072 0.56811 -3.22684
```

Summary:
- energy (eV) = -75176.36443
- net charge = -1
- 2S+1 = 2
- relative energy (zero: lowest compared OMol25 entry of this formula, charge and spin) (kJ/mol) = 158.6
- E_HOMO (spin up / spin down) (eV) = 0.39 / -5.49

These are the Mulliken partial charges, in e, on atoms 1 to 5: 0.70 0.64 2.67 -0.61 -0.15